Record 1
10
Properties=species:S:1:pos:R:3 method="wB97M-V/def2-TZVPD" total_charge=0 multiplicity=1 total_energy_ev=-9674.685 smiles=Oc1cnncn1
O -0.914 1.391 1.151
C -0.765 0.221 0.503
C 0.026 -0.822 1.058
N 1.128 -1.001 0.366
N 1.319 -0.504 -0.851
C 0.205 -0.121 -1.468
N -0.872 0.274 -0.798
H -0.358 1.948 0.573
H -0.112 -1.363 1.989
H 0.213 -0.002 -2.545


Record 2
10
Properties=species:S:1:pos:R:3 method="wB97M-V/def2-TZVPD" total_charge=0 multiplicity=1 total_energy_ev=-9671.713
O 2.157 -2.101 0.118
C 1.453 -1.273 0.874
C -0.746 2.747 -0.101
N -0.610 1.631 -0.427
N -0.246 0.485 -0.780
C -0.678 -0.550 0.086
N 0.139 -1.331 0.649
H 1.600 -2.563 -0.540
H -1.315 3.653 -0.099
H -1.753 -0.699 0.219


Record 3
10
Properties=species:S:1:pos:R:3 method="wB97M-V/def2-TZVPD" total_charge=0 multiplicity=1 total_energy_ev=-9675.596 smiles="O=c1nccn[nH]1"
O -2.400 0.407 0.862
C -1.267 0.072 0.622
N -0.173 0.744 1.213
C 0.914 0.782 0.530
C 1.125 -0.040 -0.639
N 0.332 -1.013 -0.861
N -0.872 -1.021 -0.210
H 1.764 1.353 0.899
H 1.925 0.043 -1.359
H -1.347 -1.327 -1.058


Record 4
10
Properties=species:S:1:pos:R:3 method="wB97M-V/def2-TZVPD" total_charge=0 multiplicity=1 total_energy_ev=-9675.437 smiles=N#CC(N)(O)C#N
N -2.183 -2.305 -0.997
C -1.197 -1.800 -0.661
C 0.014 -1.040 -0.148
N -0.056 0.351 -0.408
O 0.089 -1.332 1.268
C 1.183 -1.607 -0.830
N 1.968 -2.162 -1.427
H -0.952 0.918 -0.469
H 0.512 0.676 -1.077
H 0.353 -0.405 1.639


Record 5
10
Properties=species:S:1:pos:R:3 method="wB97M-V/def2-TZVPD" total_charge=0 multiplicity=1 total_energy_ev=-9671.259 smiles=C1Oc2nn[nH]c21
C 0.033 0.055 -1.922
O -1.223 0.440 -1.239
C -0.584 0.131 0.090
N -0.802 -0.040 1.408
N 0.427 -0.141 1.857
N 1.282 -0.304 0.756
C 0.680 -0.165 -0.482
H -0.361 -0.900 -2.599
H 0.578 0.875 -2.522
H 2.437 -0.221 0.765


Record 6
10
Properties=species:S:1:pos:R:3 method="wB97M-V/def2-TZVPD" total_charge=0 multiplicity=1 total_energy_ev=-9672.443
N 1.994 0.466 -0.073
C 0.685 0.188 0.020
N 0.979 2.299 -0.307
N 0.141 1.645 0.104
O -2.180 0.420 0.678
C -1.664 -0.620 0.309
C -0.250 -0.802 -0.037
H 2.550 -0.235 -0.561
H -2.286 -1.532 0.191
H 0.068 -1.797 -0.343


Record 7
10
Properties=species:S:1:pos:R:3 method="wB97M-V/def2-TZVPD" total_charge=0 multiplicity=1 total_energy_ev=-9675.708
H 2.328 -0.029 -0.226
N 1.775 -0.863 -0.425
C 0.502 -0.708 -0.269
C -0.200 0.666 0.030
N -1.494 0.734 0.463
C -2.044 -0.315 0.492
O -2.705 -1.278 0.368
N 0.493 1.743 0.131
H 1.483 1.622 -0.058
H -0.138 -1.572 -0.506


Record 8
10
Properties=species:S:1:pos:R:3 method="wB97M-V/def2-TZVPD" total_charge=0 multiplicity=1 total_energy_ev=-9672.089
O 1.937 -0.451 0.106
C 0.660 -0.101 0.125
C 0.252 1.236 0.055
N -1.007 1.543 -0.198
N -1.914 0.605 -0.460
C -1.633 -0.655 -0.135
N -0.316 -0.982 0.254
H 2.022 -1.403 0.258
H 0.946 2.056 0.202
H -0.946 -1.847 -0.208


Record 9
10
Properties=species:S:1:pos:R:3 method="wB97M-V/def2-TZVPD" total_charge=0 multiplicity=1 total_energy_ev=-9676.565 smiles="N=C=CC=O.N#N"
N -0.816 1.795 0.602
C -0.418 0.969 -0.193
C 0.032 0.185 -1.165
C 1.114 -0.798 -1.046
O 1.720 -1.090 -0.038
H -1.594 1.555 1.213
H -0.453 0.306 -2.127
H 1.351 -1.285 -2.015
N -0.856 -0.452 2.521
N -0.080 -1.186 2.250


Record 10
10
Properties=species:S:1:pos:R:3 method="wB97M-V/def2-TZVPD" total_charge=0 multiplicity=1 total_energy_ev=-9670.890
C 1.793 0.871 -0.572
C 0.356 -0.882 -0.027
C -0.863 -1.148 0.419
N 2.666 1.542 -0.976
N -1.290 1.002 -0.224
N 0.661 0.292 -0.529
O -1.662 -0.001 0.661
H 1.038 -1.635 0.155
H -1.442 -1.933 0.818
H -1.256 1.893 0.275


Record 11
11
Properties=species:S:1:pos:R:3 method="wB97M-V/def2-TZVPD" total_charge=0 multiplicity=1 total_energy_ev=-11720.367
C -0.052 0.677 -0.059
C -0.533 -0.607 0.332
C 1.508 -0.517 -0.611
H -1.324 -1.161 0.858
H 0.641 -2.330 0.343
H 2.451 -1.019 -1.129
N -1.131 1.585 0.296
N 0.493 -1.328 -0.064
N 1.057 0.707 -0.785
O -0.905 2.777 0.019
O -2.204 1.217 0.799


Record 12
11
Properties=species:S:1:pos:R:3 method="wB97M-V/def2-TZVPD" total_charge=0 multiplicity=1 total_energy_ev=-11724.401 smiles="CC(=O)N=C=O.N#N"
C 1.871 -0.793 -0.349
C 0.712 -0.213 0.366
O -0.057 -0.795 1.174
N 0.290 1.145 -0.070
C -0.638 1.913 0.287
O -1.296 2.917 0.256
H 1.881 -1.830 -0.164
H 1.707 -0.546 -1.519
H 2.810 -0.417 0.106
N -3.327 -0.196 -0.137
N -3.953 -1.184 0.051


Record 13
11
Properties=species:S:1:pos:R:3 method="wB97M-V/def2-TZVPD" total_charge=0 multiplicity=1 total_energy_ev=-11716.662
C -0.455 1.037 0.304
C -1.696 0.214 0.200
C 0.697 0.482 0.123
N -1.552 -0.980 -0.175
N -0.487 -1.611 -0.258
N 2.011 0.183 0.014
O 2.569 0.598 -0.998
O 2.532 -0.473 0.903
H -0.660 2.068 0.549
H -2.658 0.626 0.439
H -0.302 -2.146 -1.099


Record 14
11
Properties=species:S:1:pos:R:3 method="wB97M-V/def2-TZVPD" total_charge=0 multiplicity=1 total_energy_ev=-11722.096 smiles=N#CN(C#N)C(O)O
N 2.175 1.139 -0.594
C 1.505 0.220 -0.549
N 0.561 -0.653 -0.361
C 0.470 -1.786 -1.127
N 0.390 -2.683 -1.795
C -0.819 0.067 0.503
O -0.146 0.307 1.716
O -1.204 1.077 -0.215
H -1.582 -0.703 0.503
H -0.551 1.097 2.188
H -0.799 1.918 -0.269


Record 15
11
Properties=species:S:1:pos:R:3 method="wB97M-V/def2-TZVPD" total_charge=0 multiplicity=1 total_energy_ev=-11720.258 smiles=c1nnconco1
C 0.585 1.415 0.366
N 1.601 0.672 0.273
N 1.697 -0.449 -0.462
C 0.873 -1.357 -0.161
O -0.063 -1.219 0.793
N -1.367 -1.013 0.185
C -1.564 0.197 -0.222
O -0.748 1.292 -0.163
H 0.715 2.358 0.834
H 0.830 -2.237 -0.827
H -2.559 0.342 -0.617


Record 16
11
Properties=species:S:1:pos:R:3 method="wB97M-V/def2-TZVPD" total_charge=0 multiplicity=1 total_energy_ev=-11720.907
C 0.835 0.015 0.185
C -1.478 0.495 -0.227
C -2.788 -0.038 0.199
H 1.097 -1.161 -1.648
H 2.696 -0.938 -0.020
H 2.290 1.018 1.080
N 1.760 -0.710 -0.542
N 1.288 0.780 1.081
N -3.709 -0.807 0.459
O -0.505 -0.322 0.025
O -1.487 1.669 -0.592


Record 17
11
Properties=species:S:1:pos:R:3 method="wB97M-V/def2-TZVPD" total_charge=0 multiplicity=1 total_energy_ev=-11723.303 smiles="O=C(O)n1ccnn1"
O 1.659 0.175 -1.474
C 0.955 -0.489 -0.788
O 0.959 -1.842 -0.816
N 0.099 0.096 0.202
C -0.794 -0.598 0.977
C -1.664 0.346 1.434
N -1.235 1.580 0.791
N -0.292 1.374 0.017
H 1.611 -2.071 -1.591
H -0.813 -1.679 1.149
H -2.730 0.179 1.960


Record 18
11
Properties=species:S:1:pos:R:3 method="wB97M-V/def2-TZVPD" total_charge=0 multiplicity=1 total_energy_ev=-20510.399 smiles=Oc1ncc(S)nn1
O -2.799 -0.076 0.402
C -1.475 0.045 -0.026
N -0.963 1.280 -0.086
C 0.344 1.194 -0.074
C 1.112 0.005 0.021
S 2.840 0.038 0.171
N 0.505 -1.097 -0.173
N -0.854 -1.042 -0.176
H -2.938 -0.962 -0.010
H 1.176 1.968 -0.360
H 3.052 -1.352 0.311


Record 19
10
Properties=species:S:1:pos:R:3 method="wB97M-V/def2-TZVPD" total_charge=0 multiplicity=1 total_energy_ev=-18463.009
C 0.965 0.727 -0.002
C -0.295 0.224 0.110
C -1.986 -0.904 -0.001
H 3.149 0.784 0.334
H 1.173 1.804 -0.178
H -2.745 -1.716 -0.112
N -0.719 -1.071 0.059
N -2.390 0.421 -0.074
N -1.369 1.159 0.020
S 2.354 -0.295 -0.045


Record 20
10
Properties=species:S:1:pos:R:3 method="wB97M-V/def2-TZVPD" total_charge=+1 s2=2.0119 multiplicity=3 total_energy_ev=-9105.157
C -1.071 -0.377 -2.021
C -0.245 0.619 0.265
C -0.955 0.767 -1.076
N -1.179 -1.196 -2.854
N -1.422 1.160 0.896
N -2.098 0.997 -0.122
N 0.207 -0.463 0.753
H -0.863 1.635 -1.815
H 0.963 -1.097 0.374
H 0.109 -0.780 1.709


These records have ΔE to the lowest compared entry with this formula, charge and spin values of 267.2 554.0 179.3 194.6 597.7 483.5 168.5 517.7 85.8 633.3 539.4 150.1 896.9 372.5 549.8 487.3 256.1 287.6 200.2 232.5 kJ/mol, in the order they appear.